8
Properties=species:S:1:pos:R:3:forces:R:3 method="wB97M-V/def2-TZVPD" e_above_lowest_kcal_mol=66.41 spin_multiplicity=3 homo_lumo_gap_ev="6.76 / 6.46" lumo_energy_ha="-0.0248 / -0.1210" s_squared=2.0358 total_energy_ha=-1334.33351
C -4.184 -1.148 0.775 -0.1 0.2 -0.2
C -0.100 0.542 -0.051 -1.7 -1.1 -0.2
S -4.398 0.047 -0.214 -0.1 -0.4 0.2
S 0.294 -0.828 -1.136 2.6 1.6 -0.8
Cl -1.560 1.563 -0.551 1.0 -0.2 0.0
H -0.774 -1.404 -0.917 -3.2 -2.1 0.5
H -0.462 0.096 0.919 1.2 1.1 -0.7
H 0.783 1.122 -0.225 0.2 0.8 1.2

***

8
Properties=species:S:1:pos:R:3:forces:R:3 method="wB97M-V/def2-TZVPD" spin_multiplicity=4 homo_lumo_gap_ev="10.37 / 9.13" lumo_energy_ha="-0.4510 / -0.4991" total_charge=+2 s_squared=3.7544 total_energy_ha=-1635.01097
H -1.016 1.048 -0.549 1.7 1.1 0.8
C 0.004 1.013 0.012 -0.3 0.5 0.4
C -0.407 0.243 1.214 -3.2 0.3 -1.6
O -0.729 -0.924 0.929 1.3 -1.0 1.6
H 0.636 1.870 0.280 -0.6 0.3 -0.8
F 0.790 0.129 -0.760 0.7 -0.8 -0.6
H -0.917 0.782 2.026 0.6 -0.4 0.6
Co 0.535 -1.818 -0.213 -0.2 -0.1 -0.3

***

9
Properties=species:S:1:pos:R:3:forces:R:3 method="wB97M-V/def2-TZVPD" e_above_lowest_kcal_mol=0.00 spin_multiplicity=5 homo_lumo_gap_ev="7.12 / 10.53" lumo_energy_ha="-0.4564 / -0.4579" total_charge=+2 s_squared=6.0101 total_energy_ha=-1685.63261
O -1.518 1.680 0.120 -1.6 -3.2 -0.4
C -2.311 0.753 0.052 1.6 5.2 1.2
C -1.938 -0.637 -0.002 3.0 -3.4 -1.7
O -0.709 -0.989 0.132 -4.4 0.2 0.0
H 3.091 0.850 -0.132 0.4 0.4 -0.1
H -2.679 -1.346 -0.400 0.2 -0.3 0.7
Co 0.627 0.267 0.265 0.0 1.6 0.5
O 2.468 0.122 -0.018 0.4 -0.1 -0.1
H 2.971 -0.701 -0.018 0.3 -0.4 0.0

***

9
Properties=species:S:1:pos:R:3:forces:R:3 method="wB97M-V/def2-TZVPD" e_above_lowest_kcal_mol=82.51 spin_multiplicity=2 homo_lumo_gap_ev="6.49 / 5.92" lumo_energy_ha="-0.1472 / -0.1488" total_charge=+1 s_squared=0.9366 total_energy_ha=-614.16041
P -0.018 0.811 1.437 -0.2 -1.6 -1.1
F -0.813 -0.708 0.733 -1.7 0.1 2.4
Cs -3.431 -0.964 5.603 0.0 0.0 -0.1
O -0.390 0.439 -1.548 -0.1 -1.1 0.6
C 1.038 0.557 -1.442 1.0 0.8 -0.3
C 0.251 -0.366 -0.638 1.8 1.6 -2.1
H 1.398 1.503 -1.029 -0.2 -0.4 -0.1
H 1.605 0.166 -2.289 -0.2 0.1 0.0
H 0.361 -1.438 -0.826 -0.5 0.3 0.6

***

8
Properties=species:S:1:pos:R:3:forces:R:3 method="wB97M-V/def2-TZVPD" e_above_lowest_kcal_mol=13.48 spin_multiplicity=5 homo_lumo_gap_ev="6.20 / 5.67" lumo_energy_ha="-0.3806 / -0.4647" total_charge=+2 s_squared=6.0094 total_energy_ha=-1267.28011
H -0.061 -1.183 -0.932 -1.4 -0.5 2.2
C -0.337 -0.782 0.144 0.7 -1.5 -2.5
C 0.847 0.098 0.313 1.2 -0.7 3.2
O 0.819 1.036 -0.501 -0.1 2.8 -2.3
H -0.523 -1.377 1.047 0.2 -0.4 -0.7
F -1.439 0.063 -0.043 -0.9 1.1 -0.1
H 1.796 -0.398 0.568 0.1 -0.1 0.1
Er -1.103 2.543 -0.596 0.2 -0.7 0.2

***

7
Properties=species:S:1:pos:R:3:forces:R:3 method="wB97M-V/def2-TZVPD" e_above_lowest_kcal_mol=84.86 spin_multiplicity=8 homo_lumo_gap_ev="6.27 / 6.53" lumo_energy_ha="-0.2057 / -0.1986" total_charge=+1 s_squared=15.7629 total_energy_ha=-863.11962
O 0.764 -0.703 1.561 1.0 -5.8 1.7
C 0.952 -0.164 0.319 -3.1 6.7 3.8
Eu -1.083 -0.394 -1.114 0.9 0.4 0.7
H 1.510 -0.551 2.151 -0.1 0.0 -0.1
C 0.578 1.217 0.915 1.7 -0.7 -5.9
H 0.753 2.051 0.231 -0.2 0.5 -0.1
H 0.545 1.570 1.952 -0.2 -1.0 -0.2